[1]
Below is C29H26FeI2N7O3S as an isolated structure, with properties calculated with ωB97M-V/def2-TZVPD.

Structure (XYZ):
```
69
Properties=species:S:1:pos:R:3
Fe 0.06 -0.20 0.00
I -6.74 -0.05 3.51
C -5.08 0.13 2.30
C -4.86 1.34 1.61
C -3.78 1.44 0.79
I -3.35 3.20 -0.22
C -2.87 0.32 0.62
O -1.90 0.38 -0.17
C -3.10 -0.89 1.39
C -2.15 -2.05 1.22
N -0.76 -1.68 1.57
C -0.60 -1.28 2.97
C -0.03 0.11 3.11
C 0.33 0.61 4.36
C 0.83 1.89 4.45
C 0.95 2.66 3.30
C 0.57 2.09 2.10
N 0.11 0.83 2.00
C -4.19 -0.96 2.19
H -5.54 2.17 1.74
H -2.15 -2.36 0.17
H -2.50 -2.89 1.82
H -0.17 -2.48 1.37
H 0.02 -1.99 3.51
H -1.58 -1.28 3.46
H 0.21 -0.01 5.24
H 1.13 2.29 5.41
H 1.32 3.67 3.33
H 0.62 2.66 1.18
H -4.39 -1.87 2.75
O 4.04 3.65 -5.44
N 3.21 2.76 -5.38
O 2.59 2.30 -6.32
C 2.87 2.25 -4.03
C 3.86 2.26 -3.12
C 3.65 1.75 -1.80
C 4.65 1.73 -0.82
C 4.36 1.24 0.43
C 3.07 0.77 0.67
N 2.11 0.77 -0.24
C 2.39 1.25 -1.46
C 1.33 1.26 -2.44
N 0.15 0.77 -2.02
C -0.87 0.78 -2.86
C -0.77 1.27 -4.16
C 0.44 1.76 -4.60
C 1.55 1.76 -3.72
H 4.83 2.65 -3.40
H 5.64 2.11 -1.05
H 5.10 1.22 1.21
H 2.81 0.37 1.65
H -1.81 0.41 -2.47
H -1.63 1.27 -4.81
H 0.54 2.13 -5.60
C 3.44 -3.83 -2.22
N 2.09 -3.88 -2.75
C 1.77 -4.67 -3.95
C 0.26 -4.45 -4.14
N -0.04 -3.53 -3.03
C 1.02 -3.26 -2.27
S 1.00 -2.31 -0.85
H 4.14 -3.65 -3.03
H 3.70 -4.78 -1.75
H 3.52 -3.04 -1.49
H 2.02 -5.72 -3.78
H 2.36 -4.31 -4.80
H -0.31 -5.37 -4.04
H 0.03 -3.99 -5.09
H -0.96 -3.20 -2.80
```

**Max |F|**: 0.70 eV/Å
**Frontier orbital gap (alpha / beta)**: 7.82 / 5.98 eV
**Total energy**: -108478.602 eV
**2S+1**: 6
**Net charge**: +2
**Expectation value of S²**: 8.7898



[2]
Below is C29H26N3NdO3 as an isolated structure, with properties calculated with ωB97M-V/def2-TZVPD.

Structure (XYZ):
```
62
Properties=species:S:1:pos:R:3
Nd 0.06 -0.09 0.31
C 4.09 -1.89 -1.56
C 4.97 -1.42 -0.60
C 4.50 -1.13 0.66
C 3.14 -1.29 0.95
N 2.27 -1.64 -0.02
C 2.75 -1.95 -1.23
C 2.59 -1.08 2.31
C 3.34 -1.49 3.41
C 2.83 -1.35 4.68
C 1.57 -0.81 4.85
C 0.83 -0.41 3.75
C 1.29 -0.53 2.43
H 4.42 -2.17 -2.55
H 6.02 -1.28 -0.84
H 5.17 -0.75 1.43
H 2.01 -2.26 -1.97
H 4.32 -1.93 3.26
H 3.40 -1.68 5.54
H 1.15 -0.70 5.85
H -0.16 0.02 3.91
C -3.81 -3.91 -0.42
C -4.27 -2.73 0.43
C -3.97 -1.32 -0.16
C -4.75 -0.26 0.62
C -4.47 1.17 0.17
C -4.39 -1.30 -1.62
O -5.54 -1.18 -1.96
N -3.38 -1.47 -2.53
C -2.01 -1.50 -2.27
O -1.23 -1.73 -3.17
N -1.61 -1.24 -0.99
C -2.48 -1.09 0.01
O -2.03 -0.77 1.14
H -3.91 -4.84 0.15
H -2.76 -3.82 -0.71
H -4.41 -4.00 -1.32
H -3.80 -2.76 1.42
H -5.35 -2.79 0.57
H -4.50 -0.37 1.68
H -5.82 -0.47 0.49
H -3.41 1.43 0.29
H -5.04 1.87 0.78
H -4.75 1.32 -0.87
H -3.64 -1.52 -3.51
C 4.04 3.31 -2.34
C 3.71 2.00 -2.10
C 2.48 1.69 -1.51
C 1.55 2.68 -1.14
C 0.31 2.31 -0.49
C -0.58 3.42 -0.18
C -0.29 4.71 -0.48
C 0.94 5.05 -1.11
C 1.88 4.03 -1.43
C 3.12 4.32 -2.01
H 4.99 3.55 -2.78
H 4.41 1.22 -2.37
H 2.21 0.65 -1.36
H -1.53 3.24 0.31
H -1.00 5.49 -0.23
H 1.18 6.07 -1.35
H 3.36 5.36 -2.22
```

**Max |F|**: 3.54 eV/Å
**Frontier orbital gap (alpha / beta)**: 7.51 / 7.54 eV
**Total energy**: -56386.446 eV
**2S+1**: 4
**Expectation value of S²**: 3.7545



[3]
Below is C29H26N3O3RhS2 as an isolated structure, with properties calculated with ωB97M-V/def2-TZVPD.

Structure (XYZ):
```
64
Properties=species:S:1:pos:R:3
Rh 0.18 -0.29 -0.39
C -2.37 -2.07 -3.28
C -1.77 -1.80 -1.94
O -0.77 -1.02 -1.97
C -2.28 -2.40 -0.75
C -3.52 -3.09 -0.81
C -4.03 -3.74 0.28
C -3.30 -3.74 1.48
C -2.09 -3.09 1.58
C -1.55 -2.40 0.48
O -0.37 -1.85 0.67
H -1.78 -1.59 -4.05
H -3.39 -1.68 -3.31
H -2.43 -3.14 -3.46
H -4.07 -3.10 -1.74
H -4.98 -4.25 0.22
H -3.70 -4.25 2.34
H -1.52 -3.11 2.50
C 2.16 0.99 3.25
C 1.02 0.85 2.30
O 1.29 0.38 1.18
C -0.33 1.27 2.68
C -1.43 1.08 1.83
C -2.70 1.49 2.17
C -2.89 2.12 3.40
C -1.82 2.32 4.26
C -0.55 1.90 3.91
H 3.07 0.63 2.79
H 1.95 0.42 4.16
H 2.28 2.03 3.55
H -1.29 0.56 0.89
H -3.53 1.33 1.50
H -3.88 2.45 3.68
H -1.98 2.81 5.22
H 0.27 2.06 4.60
S 3.38 -1.74 -3.07
C 2.15 -0.79 -2.41
N 1.80 -1.09 -1.19
C 2.53 -2.17 -0.67
C 2.47 -2.72 0.61
C 3.32 -3.76 0.91
C 4.23 -4.26 -0.04
C 4.32 -3.70 -1.29
C 3.46 -2.65 -1.60
H 1.67 -0.01 -2.98
H 1.77 -2.35 1.34
H 3.29 -4.21 1.89
H 4.88 -5.08 0.23
H 5.04 -4.07 -2.02
N 1.32 6.40 -2.40
C 0.18 5.71 -2.30
S -1.31 6.38 -2.43
C 0.33 4.25 -1.99
C -0.69 3.36 -2.34
C -0.58 2.03 -2.01
N 0.48 1.54 -1.35
C 1.47 2.38 -1.02
C 1.44 3.72 -1.34
H 1.26 7.39 -2.61
H 2.22 5.97 -2.47
H -1.57 3.73 -2.86
H -1.34 1.32 -2.30
H 2.32 1.95 -0.50
H 2.27 4.34 -1.03
```

**Max |F|**: 0.38 eV/Å
**Frontier orbital gap**: 6.16 eV
**Total energy**: -65773.629 eV
**Net charge**: +2



[4]
Below is C29H26N4O6S in the gas phase, with properties calculated with ωB97M-V/def2-TZVPD.

Structure (XYZ):
```
66
Properties=species:S:1:pos:R:3
C 4.20 -0.31 -7.80
H 4.61 -0.43 -8.81
H 4.92 -0.68 -7.07
H 4.01 0.75 -7.61
O 3.01 -1.07 -7.80
C 2.24 -1.19 -6.69
C 1.14 -2.03 -6.85
C 0.25 -2.28 -5.84
C 0.43 -1.68 -4.59
C 1.52 -0.83 -4.42
C 2.43 -0.57 -5.44
O 3.50 0.28 -5.28
C 3.72 0.88 -4.03
H 4.62 1.47 -4.15
H 3.88 0.14 -3.25
H 2.89 1.54 -3.75
H 1.66 -0.34 -3.47
C -0.52 -1.97 -3.52
N -1.70 -2.44 -3.88
C -2.62 -2.73 -2.96
C -3.86 -3.24 -3.40
C -4.84 -3.55 -2.49
C -4.62 -3.39 -1.12
C -3.42 -2.90 -0.66
C -2.40 -2.57 -1.56
C -1.13 -2.06 -1.18
C -0.20 -1.76 -2.15
H 0.79 -1.43 -1.87
C -0.77 -1.90 0.26
O -0.92 -2.77 1.09
N -0.23 -0.66 0.52
C 0.23 -0.15 1.72
C 0.26 -0.89 2.90
C 0.71 -0.31 4.07
C 1.16 1.00 4.06
C 1.16 1.75 2.89
C 0.70 1.17 1.73
H 0.68 1.75 0.81
H 1.53 2.76 2.93
S 1.56 1.80 5.60
O 2.02 0.87 6.57
O 2.31 2.99 5.35
N 0.00 2.27 6.13
C -0.84 2.75 5.15
C -0.82 3.92 4.43
C -1.93 3.77 3.55
N -2.52 2.62 3.73
O -1.86 1.97 4.73
C -2.39 4.74 2.53
H -2.67 5.67 3.01
H -3.25 4.33 2.00
H -1.60 4.95 1.82
C 0.09 5.09 4.55
H -0.38 5.87 5.15
H 1.02 4.78 5.03
H 0.31 5.50 3.57
H -0.42 1.51 6.66
H 0.73 -0.86 5.00
H -0.10 -1.91 2.90
H -0.21 -0.02 -0.26
H -3.25 -2.78 0.40
H -5.40 -3.64 -0.42
H -5.79 -3.94 -2.83
H -4.01 -3.35 -4.46
H -0.60 -2.93 -5.98
H 1.02 -2.49 -7.82
```

**Max |F|**: 1.66 eV/Å
**Frontier orbital gap**: 7.58 eV
**Total energy**: -59574.341 eV
**SMILES**: COc1ccc(-c2cc(C(=O)Nc3ccc(S(=O)(=O)Nc4onc(C)c4C)cc3)c3ccccc3n2)cc1OC